Record 1
The following is a quantum chemistry calculation of the molecule C4H6O2, from OMol25.

XYZ file:
```
12
Properties=species:S:1:pos:R:3:forces:R:3
O -1.3100 1.0709 0.2656 -0.088 0.126 -0.170
C -0.8101 -0.4050 -0.3730 0.067 -0.024 -0.074
C 0.2360 0.0266 -1.2016 -0.029 -0.160 -0.214
C 0.5723 -0.7345 0.0760 0.103 -0.150 0.216
C 1.2708 -0.0083 1.1752 0.123 -0.119 0.150
O 2.0173 -0.5347 1.9664 -0.297 0.209 -0.323
H -2.1454 1.3206 -0.1729 0.170 -0.052 0.120
H -1.6914 -1.0381 -0.3771 0.167 0.118 -0.037
H 0.4636 -0.3155 -2.2038 -0.050 0.028 0.147
H -0.4965 1.3323 -0.4251 -0.178 -0.013 0.164
H 0.8059 -1.8028 0.0738 -0.043 0.155 -0.010
H 1.0875 1.0885 1.1966 0.056 -0.118 0.031
```
Positions in Å, forces in eV/Å.

E_HOMO ... -8.71 eV
Electronic energy ... -306.315765 Eh
E_LUMO ... 0.01425 hartree
Energy above the lowest of the compared OMol25 structures with the same formula, charge and spin ... 5.185 eV
2S+1 ... 1
Total charge ... 0

***

Record 2
The following is a quantum chemistry calculation of the molecule C4H6O2 in a non-equilibrium geometry, from OMol25.

XYZ file:
```
12
Properties=species:S:1:pos:R:3:forces:R:3
C 2.1613 0.5664 -0.0425 -3.940 1.172 1.150
C 1.0860 -0.2676 -0.0428 -1.168 -0.855 0.145
C -0.5127 -0.2633 0.0043 4.117 0.491 1.226
O -1.0202 -1.5402 0.0804 -0.319 -0.383 -0.047
C -1.2923 0.8094 0.0783 -0.192 0.904 -1.078
O -2.6506 0.7414 -0.0354 0.165 -0.492 0.182
H 1.9374 1.6513 0.2735 0.926 -1.602 -1.090
H 3.1254 0.1544 -0.1998 0.749 0.008 0.178
H 1.2693 -1.3566 -0.0268 0.639 0.480 -0.621
H -0.4099 -2.2095 0.4660 -0.465 1.135 -0.414
H -1.0073 1.8343 -0.1110 0.891 -0.111 0.462
H -2.6864 -0.1200 -0.4443 -1.403 -0.747 -0.093
```
Positions in Å, forces in eV/Å.

E_HOMO ... -8.34 eV
Electronic energy ... -306.398380 Eh
E_LUMO ... 0.02613 hartree
Energy above the lowest of the compared OMol25 structures with the same formula, charge and spin ... 2.937 eV
SMILES ... C=C/C(O)=C/O
2S+1 ... 1
Total charge ... 0

***

Record 3
The following is a quantum chemistry calculation of the molecule C4H6O2 in a non-equilibrium geometry, from OMol25.

XYZ file:
```
12
Properties=species:S:1:pos:R:3:forces:R:3
C -0.0205 0.0515 1.7250 1.337 -2.177 -2.575
C 0.8172 0.5704 0.4997 -0.762 -1.293 0.776
O 0.1082 1.4354 -0.3784 -0.548 2.438 -0.811
C 0.2707 0.1844 -0.8149 -0.855 -2.878 -0.956
C -0.6651 -0.6018 -1.7100 -0.181 -0.193 2.954
O 0.6671 -0.3636 -2.0470 1.716 2.378 -0.771
H -0.5251 -0.7985 1.1757 -0.198 0.864 1.339
H -0.7102 0.7514 2.0964 -0.796 0.984 0.395
H 0.5561 -0.4248 2.5202 0.186 0.394 -0.099
H 1.8476 0.8888 0.5663 0.213 -0.346 0.267
H -0.8221 -1.6537 -1.5735 -0.460 -0.405 0.301
H -1.5240 -0.0394 -2.0595 0.349 0.233 -0.820
```
Positions in Å, forces in eV/Å.

E_HOMO ... -9.90 eV
Electronic energy ... -306.366090 Eh
E_LUMO ... 0.03861 hartree
Energy above the lowest of the compared OMol25 structures with the same formula, charge and spin ... 3.815 eV
SMILES ... C[C@@H]1O[C@]12CO2
2S+1 ... 1
Total charge ... 0

***

Record 4
The following is a quantum chemistry calculation of a structure of composition C4H6O2, from OMol25.

XYZ file:
```
12
Properties=species:S:1:pos:R:3:forces:R:3
C -1.7832 0.6116 -0.5537 -0.291 -0.018 -0.007
O -0.6221 1.3831 -0.9737 0.182 0.008 -0.052
C 0.2650 0.5539 -0.4514 -0.286 0.072 -0.007
C -0.8158 -0.3229 0.1763 0.074 -0.061 0.004
O 1.7261 -1.3167 1.2008 0.236 0.240 -0.210
C 2.2742 -0.4965 0.4961 0.073 -0.160 0.152
H -2.2685 0.2105 -1.4450 -0.034 -0.015 0.182
H -2.4808 1.2188 0.0269 0.114 -0.070 -0.053
H -0.8058 -1.3865 -0.0737 0.058 0.185 -0.035
H -0.7821 -0.2369 1.2679 -0.081 0.030 -0.167
H 2.5502 0.5124 0.8543 -0.008 -0.167 0.044
H 2.6046 -0.7203 -0.5354 -0.037 -0.045 0.151
```
Positions in Å, forces in eV/Å.

E_HOMO ... -9.03 eV
Electronic energy ... -306.333183 Eh
E_LUMO ... 0.02674 hartree
Energy above the lowest of the compared OMol25 structures with the same formula, charge and spin ... 4.711 eV
2S+1 ... 1
Total charge ... 0

***

Record 5
The following is a quantum chemistry calculation of the molecule C4H6O2, from OMol25.

XYZ file:
```
12
Properties=species:S:1:pos:R:3:forces:R:3
O -2.0156 -0.6065 0.6068 0.255 0.455 0.263
C -1.5039 0.4088 1.0507 -0.256 -0.317 -0.088
C -0.1871 0.5029 1.7039 0.221 -0.005 -0.209
C 0.5955 -0.9332 -0.8891 -0.001 -0.092 -0.051
C 0.8640 0.5060 -0.4606 -0.027 0.020 -0.191
O 0.8847 0.5986 1.0068 -0.242 -0.010 0.327
H -2.0985 1.3350 1.2170 0.009 0.000 -0.109
H 0.5913 -1.5765 -0.0063 0.060 0.024 -0.152
H -0.3880 -1.0339 -1.3508 0.148 0.006 0.037
H 1.3632 -1.3015 -1.5732 -0.094 0.101 0.047
H 0.1100 1.2125 -0.8208 0.056 -0.118 0.065
H 1.8506 0.8624 -0.7591 -0.129 -0.063 0.062
```
Positions in Å, forces in eV/Å.

E_HOMO ... -8.74 eV
Electronic energy ... -306.361813 Eh
E_LUMO ... 0.00664 hartree
Energy above the lowest of the compared OMol25 structures with the same formula, charge and spin ... 3.932 eV
2S+1 ... 1
Total charge ... 0

***

Record 6
The following is a quantum chemistry calculation of a structure of composition C4H6O2, from OMol25.

XYZ file:
```
12
Properties=species:S:1:pos:R:3:forces:R:3
O 2.4901 -0.5494 -0.2028 -0.185 0.338 0.338
C 1.7980 0.1742 0.4708 0.274 -0.184 -0.228
C 0.4004 0.5553 0.0765 0.327 0.101 -0.236
C -0.3950 -0.4076 -0.7897 0.018 -0.040 -0.204
C -1.4848 -0.1055 0.2307 -0.325 -0.328 -0.317
O -0.5191 0.4061 1.1742 -0.012 -0.013 0.011
H 2.1435 0.5979 1.4356 0.038 -0.096 -0.062
H 0.3684 1.5804 -0.3229 0.182 0.013 0.135
H -0.0174 -1.4307 -0.6883 -0.075 0.236 -0.072
H -0.5904 -0.1785 -1.8351 0.160 0.113 0.073
H -1.9937 -1.0139 0.5327 -0.389 0.218 0.589
H -2.1696 0.7067 -0.0520 -0.011 -0.357 -0.025
```
Positions in Å, forces in eV/Å.

E_HOMO ... -9.84 eV
Electronic energy ... -306.431517 Eh
E_LUMO ... 0.03442 hartree
Energy above the lowest of the compared OMol25 structures with the same formula, charge and spin ... 2.035 eV
2S+1 ... 1
Total charge ... 0

***

Record 7
The following is a quantum chemistry calculation of the molecule C4H6O2, from OMol25.

XYZ file:
```
12
Properties=species:S:1:pos:R:3:forces:R:3
O 1.3700 1.3528 0.8611 0.149 -0.416 -0.344
C 1.6428 0.4986 0.0533 -0.096 0.268 0.241
C 0.7219 -0.5949 -0.4376 -0.090 0.005 0.081
C -0.7195 -0.6098 0.0410 0.061 -0.163 0.061
C -1.4985 0.5672 0.4518 -0.013 0.189 0.245
O -1.6346 0.0156 -0.8479 -0.155 0.024 -0.275
H 2.6563 0.4640 -0.4031 -0.101 0.012 0.055
H 1.2172 -1.5505 -0.2141 -0.050 0.158 0.062
H 0.7149 -0.5418 -1.5358 0.021 0.034 0.136
H -1.0675 -1.5721 0.4209 0.080 0.118 -0.127
H -2.3817 0.4317 1.0761 0.221 -0.063 0.034
H -1.0213 1.5391 0.5343 -0.027 -0.167 -0.170
```
Positions in Å, forces in eV/Å.

E_HOMO ... -10.09 eV
Electronic energy ... -306.430044 Eh
E_LUMO ... 0.03513 hartree
Energy above the lowest of the compared OMol25 structures with the same formula, charge and spin ... 2.075 eV
SMILES ... O=CC[C@H]1CO1
2S+1 ... 1
Total charge ... 0

***

Record 8
The following is a quantum chemistry calculation of a structure of composition C4H6O2 in a non-equilibrium geometry, from OMol25.

XYZ file:
```
12
Properties=species:S:1:pos:R:3:forces:R:3
C -0.6188 -1.2690 -0.1500 0.101 -0.599 0.166
C 0.0806 -0.2282 0.6580 -1.125 -1.066 0.791
O 0.9869 -0.4451 1.4563 -0.473 -0.176 -0.280
C -0.3807 1.1135 0.3809 1.036 0.327 -0.672
C 1.1223 0.8055 -0.7481 -0.414 1.503 -0.659
O 0.8783 0.5067 -1.8725 -0.006 0.465 0.965
H -0.8003 -0.9550 -1.1859 0.089 -0.106 0.405
H -1.5845 -1.3917 0.3480 0.002 -0.319 -0.121
H -0.0129 -2.1629 -0.0940 -0.224 -0.496 -0.175
H -1.1491 1.2775 -0.3737 0.146 -0.442 0.038
H -0.6530 1.6298 1.3311 1.480 0.510 -0.859
H 2.1444 0.7193 -0.3181 -0.612 0.399 0.402
```
Positions in Å, forces in eV/Å.

E_HOMO ... -9.62 eV
Electronic energy ... -306.396730 Eh
E_LUMO ... -0.00051 hartree
Energy above the lowest of the compared OMol25 structures with the same formula, charge and spin ... 2.981 eV
2S+1 ... 1
Total charge ... 0

***

| no. | HOMO-LUMO gap (eV) |
| --- | --- |
| 1 | 9.09 |
| 2 | 9.05 |
| 3 | 10.95 |
| 4 | 9.75 |
| 5 | 8.93 |
| 6 | 10.78 |
| 7 | 11.04 |
| 8 | 9.61 |